Entry 1:
This record from OMol25 describes a molecular structure, C22H37BO13S. The level of theory is the ωB97M-V functional and the def2-TZVPD basis.

* charge: 0
* lowest unoccupied orbital energy: -0.41 eV
* molar mass: 552.40 g/mol

Geometry as XYZ:
```
74
Properties=species:S:1:pos:R:3:forces:R:3
C -5.20297 1.96052 -1.31100 0.8 0.3 -0.4
C -3.99206 1.62191 -1.86923 -0.7 0.5 -0.3
C -2.71948 2.05294 -1.21880 -0.2 1.3 -0.2
O -2.18426 3.42136 -1.38989 0.7 -0.3 0.1
S -0.89353 3.43300 -0.44993 0.2 1.3 0.2
O -1.21566 3.86510 0.86520 -0.4 -0.7 0.3
O 0.14732 4.15543 -1.08933 0.1 -0.4 -0.5
O -0.62092 1.82272 -0.41866 0.2 0.8 -0.6
C -1.47153 1.19249 -1.37322 -1.0 -1.5 -0.2
O -0.98287 1.14116 -2.70056 0.0 0.9 0.1
C 0.40128 1.45029 -2.89563 0.5 -0.7 -0.6
C 1.32402 0.35385 -2.37147 0.5 0.6 0.4
C 2.73462 0.93420 -2.13350 -0.5 0.5 0.4
C 2.84838 1.48208 -0.70748 -0.1 -0.2 0.0
B -1.82901 -0.35283 -1.04472 0.6 -0.3 0.7
O -2.42907 -1.12347 -1.99814 0.7 -0.4 0.0
O -1.49649 -0.93351 0.15491 -0.9 0.2 -0.1
C -2.36742 -0.60529 1.25462 0.5 -0.1 0.7
C -1.51714 -0.08596 2.41508 0.1 -0.5 -0.7
H -5.45316 3.02244 -1.29720 0.6 0.1 1.9
H -5.84925 1.25808 -0.79491 -1.1 -0.3 -1.7
H -3.97479 1.02330 -2.77217 0.4 -1.5 0.9
H -2.90881 2.01770 -0.14545 -0.2 -0.1 0.0
H 0.69606 2.42923 -2.52693 -0.3 0.0 0.3
H 0.52599 1.48518 -3.97768 -0.2 0.1 -0.1
H 1.36437 -0.48785 -3.06176 -0.2 -0.1 0.0
H 0.96479 0.04029 -1.38779 -0.1 -0.4 -0.1
H 2.85698 1.78293 -2.81163 0.4 -0.2 -0.3
H 3.49829 0.18209 -2.28149 0.0 0.2 -0.3
H 2.49788 0.72719 0.00004 0.1 -0.1 0.1
H 2.22121 2.36090 -0.56019 0.0 0.1 0.0
H 3.87426 1.73316 -0.44779 0.0 0.1 0.0
H -1.95279 -1.08778 -2.83395 -0.4 0.4 -0.3
H -3.15719 0.09704 0.98181 0.1 0.1 -0.2
H -2.86666 -1.52708 1.54970 -0.2 0.0 -0.1
H -0.66817 0.43104 1.97363 0.0 0.4 0.2
H -1.10921 -0.94991 2.93697 0.0 0.1 0.3
H -2.07298 0.56516 3.08178 0.0 0.0 0.1
O -6.96725 0.89183 1.01492 0.2 0.0 0.0
C -6.59568 0.83304 2.15139 -0.4 0.0 0.0
O -5.59113 0.01937 2.54957 0.1 0.0 0.0
C -5.44196 0.08038 3.98199 0.0 0.0 0.2
C -6.05939 1.41136 4.38969 -0.1 0.1 0.0
C -7.15970 1.58020 3.34298 0.5 0.1 0.2
H -5.96452 -0.77319 4.41813 0.0 0.0 0.0
H -4.38663 0.00921 4.23126 0.1 -0.1 -0.1
H -6.41539 1.42113 5.41738 0.0 -0.1 0.0
H -5.32358 2.20909 4.28145 0.0 0.0 0.0
H -8.09171 1.09926 3.64348 0.0 0.0 -0.1
H -7.34410 2.61978 3.08914 -0.2 -0.1 -0.1
O 3.57782 -1.85748 -1.79988 0.1 -0.3 0.1
C 2.84591 -2.68894 -1.34559 0.2 -0.1 -0.1
O 2.56437 -2.75821 -0.02663 0.0 0.0 0.0
C 1.74271 -3.90733 0.24785 -0.2 -0.1 0.0
C 1.07417 -4.24334 -1.07836 0.0 0.0 -0.1
C 2.13794 -3.80633 -2.08589 -0.5 0.0 0.3
H 2.38697 -4.71370 0.60518 0.0 0.0 0.0
H 1.03084 -3.65384 1.02901 0.1 0.1 0.0
H 0.78416 -5.28869 -1.15943 0.1 0.0 0.0
H 0.17738 -3.63469 -1.20358 0.0 0.0 0.0
H 2.86046 -4.59650 -2.29563 0.0 0.0 -0.1
H 1.71067 -3.43895 -3.01460 0.2 0.0 -0.1
O 6.08632 1.68723 0.79479 0.2 0.1 0.0
C 6.63964 0.67784 0.47481 -0.4 0.0 -0.1
O 7.91507 0.64977 0.01167 0.0 0.0 0.0
C 8.26066 -0.68440 -0.39695 0.0 -0.2 0.0
C 7.30212 -1.59783 0.35768 -0.1 0.0 0.0
C 6.05631 -0.72075 0.46994 0.5 -0.3 0.1
H 8.13468 -0.75621 -1.47950 0.0 0.0 0.0
H 9.30395 -0.86946 -0.15222 0.0 0.2 0.0
H 7.13461 -2.55011 -0.14205 0.0 0.0 -0.1
H 7.69612 -1.80627 1.35376 0.0 0.0 0.0
H 5.40271 -0.82125 -0.39908 -0.1 0.0 0.1
H 5.49540 -0.91114 1.38010 -0.2 0.2 -0.1
```
Positions in Å, forces in eV/Å.

=====

Entry 2:
This record from OMol25 describes 2 unconnected molecules or ions with the total composition C6H9BrSi. The level of theory is the ωB97M-V functional and the def2-TZVPD basis.

* charge: 0
* lowest unoccupied orbital energy (alpha / beta): -0.72 / -0.15 eV
* molar mass: 189.13 g/mol

Geometry as XYZ:
```
17
Properties=species:S:1:pos:R:3:forces:R:3
C -0.96208 -3.10465 0.47864 -2.1 -1.6 0.3
C -0.58606 1.34306 2.19831 -2.8 -0.3 0.7
C 2.14125 1.87380 -1.97631 -2.4 -0.7 3.5
C -0.97932 -2.35616 -0.58849 0.1 0.5 -0.6
C 0.33014 0.44349 1.92358 0.9 -0.6 -1.5
C 1.25904 1.94700 -0.90457 1.3 -1.8 -0.8
Si 1.09686 0.35287 0.15470 -0.4 0.3 0.4
Br 3.08507 -0.64832 0.10824 0.0 -0.2 0.2
H -1.55128 -4.12571 0.31421 1.4 1.8 0.7
H -0.78261 -2.78002 1.53404 0.3 -0.4 -1.2
H -1.35044 1.14968 2.95943 0.8 -0.1 0.7
H -1.10015 2.04680 1.58222 0.9 1.0 -1.0
H 2.17668 2.60965 -2.70031 0.2 1.5 -1.4
H 2.77265 1.00153 -2.07960 0.0 0.1 -0.1
H -1.40694 -2.48718 -1.60976 0.7 0.1 1.0
H 0.33244 -0.41831 2.59730 0.6 0.2 -0.2
H 0.51783 2.70654 -0.63603 0.5 0.2 -0.7
```
Positions in Å, forces in eV/Å.

=====

Entry 3:
This record from OMol25 describes C21H19ClO2S in the gas phase. The level of theory is the ωB97M-V functional and the def2-TZVPD basis.

* SMILES string: Cc1ccc([C@@H](c2ccccc2)[C@H](Cl)S(=O)(=O)c2ccccc2)cc1
* charge: 0
* lowest unoccupied orbital energy: 0.42 eV
* molar mass: 370.90 g/mol

Geometry as XYZ:
```
44
Properties=species:S:1:pos:R:3:forces:R:3
C -4.92320 -3.18100 -1.36262 -0.2 -0.3 0.0
C -3.56280 -2.83266 -0.82910 0.3 -0.3 0.1
C -3.40204 -2.46392 0.51112 0.2 0.2 -0.1
C -2.21633 -1.87266 0.93323 0.1 0.0 -0.4
C -1.15106 -1.70983 0.03755 -0.1 0.0 -0.1
C 0.04240 -0.87515 0.48047 0.9 -0.7 0.0
C 1.34899 -1.34829 -0.14096 -0.4 -0.1 0.5
C 2.20590 -2.07704 0.68447 0.1 0.0 -0.6
C 3.32953 -2.67809 0.11803 -0.1 0.1 -0.1
C 3.59148 -2.52860 -1.25433 -0.1 -0.1 0.2
C 2.75440 -1.73984 -2.05535 -0.1 0.1 0.5
C 1.63996 -1.11853 -1.48229 0.4 -0.5 -0.2
C -0.15817 0.61735 0.36867 -0.2 1.6 0.8
Cl -0.60806 1.27216 -1.21027 -0.2 0.0 0.0
S 1.37322 1.53654 0.95160 0.7 -0.4 -0.2
O 1.57295 1.03275 2.29564 -0.2 0.3 -0.3
O 2.40048 1.37856 -0.05329 -0.4 0.1 0.4
C 1.09893 3.31765 1.02916 -0.1 -0.1 0.2
C 1.48365 4.10190 -0.05863 -0.2 0.1 -0.1
C 1.35138 5.48892 0.01496 -0.1 -0.1 0.2
C 0.86662 6.08808 1.18331 -0.1 -0.3 0.0
C 0.51920 5.29257 2.28109 0.1 0.0 -0.2
C 0.66155 3.90484 2.21630 -0.2 0.0 -0.2
C -1.21280 -2.33990 -1.21113 -0.4 0.2 0.0
C -2.42807 -2.87964 -1.64446 0.1 0.2 0.3
H -4.92863 -3.11151 -2.45691 -0.1 0.0 0.3
H -5.22871 -4.19892 -1.08617 0.0 0.2 0.0
H -5.67219 -2.48811 -0.95530 0.2 -0.2 -0.2
H -4.20378 -2.63791 1.22675 0.0 0.3 -0.2
H -2.10450 -1.50847 1.95613 -0.1 -0.1 -0.2
H 0.12008 -1.03716 1.56066 0.2 0.1 0.0
H 1.97963 -2.14490 1.75702 0.2 -0.1 -0.5
H 3.97419 -3.27301 0.76794 0.0 0.2 -0.4
H 4.45122 -3.03743 -1.69846 -0.3 0.2 0.2
H 2.94950 -1.60885 -3.12010 0.1 0.0 0.3
H 0.99054 -0.47444 -2.07670 0.3 -0.4 0.1
H -0.91130 0.92360 1.11503 0.1 0.0 -0.5
H 1.89102 3.63041 -0.94845 -0.1 0.0 0.2
H 1.62168 6.09921 -0.84699 0.0 -0.2 0.3
H 0.75369 7.17445 1.23434 0.0 -0.4 0.0
H 0.13009 5.75118 3.19014 0.2 -0.1 -0.2
H 0.44005 3.27550 3.07387 0.0 0.1 -0.1
H -0.33728 -2.38166 -1.86351 -0.4 0.1 0.3
H -2.49339 -3.33818 -2.63245 0.0 0.3 0.2
```
Positions in Å, forces in eV/Å.

=====

Entry 4:
This record from OMol25 describes a gas-phase ion, CH3N2O (charge +1). The level of theory is the ωB97M-V functional and the def2-TZVPD basis.

* SMILES string: N#[N+]CO
* charge: +1
* lowest unoccupied orbital energy: -6.68 eV
* molar mass: 59.05 g/mol

Geometry as XYZ:
```
7
Properties=species:S:1:pos:R:3:forces:R:3
N 2.25273 -0.18144 -0.11340 -1.4 0.6 0.0
N 1.18408 0.06168 -0.01221 5.0 -2.1 0.4
C -0.14623 0.21432 0.12592 -4.8 2.7 -3.3
O -0.83416 -0.94638 -0.12056 3.0 -1.1 0.4
H -0.31692 0.85893 -0.88540 0.2 -0.3 2.3
H -0.39716 0.79410 1.02698 0.3 -0.2 -0.1
H -1.74234 -0.80122 -0.02133 -2.4 0.4 0.3
```
Positions in Å, forces in eV/Å.